(1)
Here is C4H4ClOP in the gas phase from the Open Molecules 2025 dataset. Energies are from the ωB97M-V functional and the def2-TZVPD basis.

Computed properties:
calculated total energy	-1031.54544	a.u.
SMILES string	ClC1=POCC=C1
energy relative to the best compared isomer or geometry (same formula, charge and spin)	87.1	kJ/mol
HOMO level	-8.223	eV

```
! wB97M-V def2-TZVPD RIJCOSX def2/J DEFGRID3
* xyz 0 1
C 1.36099 -0.86924 0.34776
C 0.14161 -0.31078 0.25298
C 2.52374 -0.10450 0.06600
C 0.02420 1.08304 -0.36100
O 0.95889 1.97433 0.13738
P 2.53316 1.63479 0.09458
Cl 4.04924 -0.96688 -0.14430
H 1.70517 -1.74464 0.81062
H -0.84956 -0.69294 0.32081
H 0.17376 0.98321 -1.52016
H -1.02044 1.42205 -0.09333
*
```

=====

(2)
Here is 11 unconnected molecules or ions with the total composition C4H31NO12 from the Open Molecules 2025 dataset. Energies are from the ωB97M-V functional and the def2-TZVPD basis.

Computed properties:
calculated total energy	-1128.49563	a.u.
SMILES string	N[C@@H](CO)CCO.O.O.O.O.O.O.O.O.O.O
energy relative to the best compared isomer or geometry (same formula, charge and spin)	475.8	kJ/mol
HOMO level	-9.587	eV

```
! wB97M-V def2-TZVPD RIJCOSX def2/J DEFGRID3
* xyz 0 1
C 2.18749 -0.70896 1.03637
O 2.97487 -0.89835 2.14655
C 1.10118 0.38711 1.21661
C -0.11946 0.12501 0.16029
C -0.55408 1.60538 -0.39883
O -1.36536 2.33436 0.50735
N 0.25753 0.64533 2.44559
H 2.87247 -0.26176 0.27950
H 1.81777 -1.66800 0.70941
H 3.96284 -0.82877 1.91509
H 1.46272 1.37097 1.02290
H -0.90852 -0.37149 0.48020
H 0.39691 -0.25060 -0.74735
H -1.12801 1.60098 -1.35104
H 0.38119 2.25724 -0.58982
H 0.83702 0.87934 3.33673
H -1.34072 1.99467 1.44855
H -0.37206 -0.13961 2.72439
H -2.54734 -1.38960 -0.75988
H -3.54780 -0.17748 -0.62003
O -3.11506 -0.79346 -1.13507
H -0.61799 -3.44759 -2.32649
H 0.69990 -4.29870 -2.21696
O -0.18311 -4.21878 -1.94062
H -2.11552 -3.65104 1.01842
H -0.93085 -3.40095 -0.02625
O -1.54167 -3.08171 0.63027
H 1.39435 -0.56590 -3.06703
H 1.75717 -1.60052 -1.95758
O 1.90384 -0.66427 -2.31171
H 0.50829 1.53643 -4.13433
H 0.71033 1.46594 -2.62356
O 0.15181 1.31966 -3.34063
H -1.29426 0.81660 4.16131
H -2.47533 1.57232 3.55953
O -2.22481 0.92704 4.22062
H 0.40263 3.66347 0.41135
H 0.11469 4.86285 1.23156
O 0.70773 4.50671 0.64694
H 3.18004 2.48963 -1.61180
H 2.70401 1.20102 -2.02289
O 2.99838 2.07933 -2.35421
H -2.56858 -1.18354 2.81933
H -1.46194 -2.04373 2.16336
O -1.87106 -1.73387 2.95462
H -1.59036 -1.47369 -3.08428
H -0.44295 -0.36977 -3.57684
O -0.60477 -1.22132 -3.24551
*
```

=====

(3)
Here is a molecular structure, C31H57ClO3P2SSi2W from the Open Molecules 2025 dataset. Energies are from the ωB97M-V functional and the def2-TZVPD basis.

Computed properties:
<S²>	2.01
calculated total energy	-3628.31216	a.u.
energy relative to the best compared isomer or geometry (same formula, charge and spin)	0.0	kJ/mol
HOMO level (alpha / beta)	-7.128 / -8.303	eV

```
! wB97M-V def2-TZVPD RIJCOSX def2/J DEFGRID3
* xyz 0 3
W 1.62360 0.52897 0.10150
C 1.65271 -1.17676 -1.36776
C 2.17103 -0.03779 -2.04504
C 3.38215 0.34150 -1.34974
Si 1.39348 0.47034 -3.69894
C 3.57976 -0.57275 -0.27507
C 2.50575 -1.54219 -0.28912
Si 2.19919 -3.18302 0.57077
H 0.81823 -1.77797 -1.71824
H 4.06320 1.12134 -1.67278
H 4.46116 -0.63012 0.35412
Cl 0.27962 2.20940 2.33295
C 1.39850 -4.49661 -0.49533
C 3.76929 -3.85988 1.32374
C 0.58888 -0.92744 -4.64270
C 2.60688 1.37548 -4.79492
H 4.38357 -4.26862 0.50527
H 3.54392 -4.68168 2.02082
H 4.35229 -3.09257 1.84997
H 0.37094 -4.21776 -0.77848
H 1.36419 -5.44806 0.05785
H 1.98948 -4.65406 -1.41057
H 3.31002 0.63880 -5.21347
H 3.18239 2.13735 -4.25394
H 2.08719 1.85852 -5.63640
H 1.30407 -1.74985 -4.79429
H 0.27487 -0.56696 -5.63445
H -0.29893 -1.33015 -4.12837
C 0.91560 -2.61694 1.82503
C 0.02611 1.55192 -3.00902
P 1.11888 -0.86852 2.28145
H 0.96348 -3.28035 2.69883
H -0.06785 -2.73959 1.34615
P 0.45269 2.34216 -1.42472
H -0.84546 0.89615 -2.84227
H -0.24004 2.27965 -3.78672
C -1.21730 3.09088 -1.01461
C 1.58259 3.76208 -2.01846
C 2.58934 -0.96019 3.50079
C -0.46482 -0.67936 3.27295
C -1.58745 -0.28059 2.31037
H -0.21737 0.18594 3.90901
C -0.89638 -1.89228 4.06841
H -1.31280 -2.65753 3.40908
H -1.68613 -1.57330 4.75386
H -0.09953 -2.33398 4.66002
H -1.36005 0.71859 1.93289
H -2.55278 -0.21298 2.83248
H -1.66984 -0.96259 1.44945
H 3.42438 -1.22015 2.82697
C 2.46316 -2.05912 4.55212
C 2.89323 0.39982 4.15095
H 2.39567 -3.06638 4.13159
H 1.61405 -1.87852 5.21784
H 3.36411 -2.03775 5.17847
H 3.55906 1.00378 3.51765
H 3.41248 0.22636 5.10709
H 1.97854 0.98570 4.34308
H 2.47753 3.20516 -2.34896
C 1.99483 4.74375 -0.91284
C 1.02746 4.54643 -3.21078
H 0.86781 3.94011 -4.10711
H 1.76085 5.32043 -3.47664
H 0.10253 5.07013 -2.94518
H 2.90060 4.39748 -0.40630
H 1.19014 4.90300 -0.17756
H 2.23648 5.71691 -1.37180
C -2.00279 2.13155 -0.14036
C -2.04427 3.46806 -2.23022
H -0.92141 3.96996 -0.42359
H -2.43395 2.58004 -2.73524
H -1.50831 4.07078 -2.95705
H -2.90650 4.04637 -1.88501
H -2.08905 1.13574 -0.61031
H -3.01542 2.50544 0.04884
H -1.48480 2.03650 0.81562
C 2.78025 2.10665 0.83970
H 3.87593 1.96512 0.87539
H 2.48159 3.14949 1.02626
H 2.32436 1.43674 1.65470
C -7.35750 -0.83802 1.62620
C -6.20333 -1.22676 0.73212
C -5.95360 -0.53333 -0.47041
C -4.77816 -0.75235 -1.19509
C -3.85124 -1.68475 -0.72663
C -4.13210 -2.48018 0.39793
C -5.31194 -2.25235 1.10355
S -2.21482 -1.75709 -1.48689
O -2.19377 -2.61094 -2.66185
O -1.92401 -0.33703 -1.75573
O -1.38981 -2.25663 -0.37794
H -7.29973 0.20152 1.94755
H -8.30984 -0.96527 1.11390
H -7.39588 -1.44391 2.53410
H -6.66727 0.21697 -0.81592
H -4.56013 -0.20500 -2.12014
H -3.43890 -3.25712 0.74434
H -5.52482 -2.85393 1.99120
*
```

=====

(4)
Here is 2 unconnected molecules or ions with the total composition CH8N3O from the Open Molecules 2025 dataset. Energies are from the ωB97M-V functional and the def2-TZVPD basis.

Computed properties:
calculated total energy	-282.19098	a.u.
energy relative to the best compared isomer or geometry (same formula, charge and spin)	100.2	kJ/mol
HOMO level	-14.531	eV

```
! wB97M-V def2-TZVPD RIJCOSX def2/J DEFGRID3
* xyz 1 1
C 0.36615 -0.33729 0.91157
N -0.52818 -0.98228 0.21048
N -0.04305 0.42313 1.84986
N 1.64726 -0.44344 0.60372
H -1.44976 -1.23999 0.57215
H -0.15504 -1.45037 -0.61909
H -1.02407 0.71232 1.82754
H 0.50917 0.55272 2.70121
H 2.28273 0.20885 1.06977
H 1.97016 -0.98428 -0.20235
O -1.41874 0.85088 -3.00600
H -1.63094 1.75955 -3.31833
H -0.52568 0.93020 -2.60054
*
```

=====

(5)
Here is a gas-phase ion, C5H12NO2 (charge +1) from the Open Molecules 2025 dataset. Energies are from the ωB97M-V functional and the def2-TZVPD basis.

Computed properties:
calculated total energy	-402.67259	a.u.
SMILES string	CC[N+](CC)=C(O)O
energy relative to the best compared isomer or geometry (same formula, charge and spin)	129.3	kJ/mol
HOMO level	-15.392	eV

```
! wB97M-V def2-TZVPD RIJCOSX def2/J DEFGRID3
* xyz 1 1
C 1.55242 -0.44624 -0.20408
C 0.18372 2.27761 -0.42869
C -1.59349 -1.57528 0.88079
C -0.02698 1.14941 0.59425
C -0.73447 -1.13852 -0.29466
N 0.31164 -0.20743 0.03027
O 1.96664 -1.54884 -0.74298
O 2.59823 0.39150 0.19780
H 1.20806 2.17934 -0.85088
H -0.47824 2.32684 -1.25852
H 0.27203 3.31167 -0.05475
H -1.06768 -2.11671 1.71730
H -2.22660 -0.69503 1.33023
H -2.20388 -2.21480 0.36905
H -1.06246 1.12035 1.10504
H 0.68239 1.35391 1.42574
H -1.44723 -0.78246 -1.02634
H -0.19747 -2.03941 -0.70895
H 2.89632 -1.59877 -0.79431
H 3.35982 -0.11405 0.12467
*
```

=====

(6)
Here is 11 unconnected molecules or ions with the total composition C2H25O11 from the Open Molecules 2025 dataset. Energies are from the ωB97M-V functional and the def2-TZVPD basis.

Computed properties:
calculated total energy	-918.88805	a.u.
energy relative to the best compared isomer or geometry (same formula, charge and spin)	16.5	kJ/mol
HOMO level	-5.883	eV

```
! wB97M-V def2-TZVPD RIJCOSX def2/J DEFGRID3
* xyz -1 1
C 14.43247 2.39172 18.92422
C 14.29743 1.00689 18.49198
O 13.92780 1.02337 17.13727
H 13.56725 3.08533 18.93231
H 15.10915 2.97065 18.31264
H 14.88439 2.36151 19.92302
H 13.48613 0.54181 19.04871
H 15.23445 0.43214 18.64267
O 15.91999 -2.08467 16.90061
H 16.04644 -1.19486 17.23832
H 15.36615 -2.46293 17.57068
O 12.93327 -0.91856 15.83615
H 13.35938 -0.13518 16.26237
H 13.61218 -1.35657 15.44827
O 11.59398 4.33570 17.69852
H 11.59456 3.40438 17.78196
H 11.54306 4.61264 18.62041
O 13.91601 3.82200 16.33154
H 14.16584 2.99163 16.72788
H 13.11466 4.02800 16.80513
O 11.41682 1.56821 17.48385
H 10.97335 1.33635 16.66989
H 12.32292 1.40347 17.31554
O 16.24306 1.13161 15.81053
H 15.60950 1.13566 16.52571
H 15.65397 1.00254 15.06037
O 13.49976 -2.34601 18.58454
H 13.50892 -1.54201 18.07723
H 12.59094 -2.57037 18.67793
O 12.74568 -1.89846 21.15411
H 12.21272 -1.20584 21.52028
H 13.34483 -1.61767 20.47719
O 10.79908 0.05041 19.53159
H 11.14701 0.43520 18.67683
H 10.42453 0.80167 19.99241
O 11.36920 2.37689 20.94450
H 12.18322 2.13552 20.55923
H 11.39398 3.28803 20.83305
*
```